Entry 1:
C2H5FS2 | ωB97M-V/def2-TZVPD

```
! wB97M-V def2-TZVPD RIJCOSX def2/J DEFGRID3
* xyz 0 1
C 0.73 -0.22 0.46
C -0.86 -0.35 0.41
F -1.28 -1.58 0.07
S -0.86 0.69 -2.45
S -1.70 0.95 -0.61
H 1.00 0.82 0.37
H 1.04 -0.71 1.39
H 1.14 -0.79 -0.40
H -1.13 -0.13 1.48
H -1.46 -0.51 -2.58
*
```

Results
HOMO energy, eV: -9.111
ΔE to the lowest compared entry with this formula, charge and spin, eV: 0.000
M, g/mol: 112.19
Calculated total energy, Ha: -975.429426
Gap between HOMO and LUMO, eV: 9.65
SMILES: C[C@H](F)SS



Entry 2:
C18H18ClN3O4 | ωB97M-V/def2-TZVPD

```
! wB97M-V def2-TZVPD RIJCOSX def2/J DEFGRID3
* xyz 0 1
O -1.28 -2.97 -5.85
Cl 0.50 -2.79 2.04
N 0.33 1.32 1.76
O -0.47 -1.13 -4.79
O -1.34 -0.03 0.95
O -1.69 3.04 2.13
C -1.00 -2.37 -4.84
C -1.08 -3.15 -3.67
C -1.67 -4.41 -3.54
C -0.01 0.26 1.03
C 1.50 1.89 1.49
C 2.35 1.33 0.48
C 2.05 0.13 -0.21
C -0.07 -1.59 -1.80
C -0.46 -3.91 -0.15
C 0.01 -2.73 0.32
C -0.57 -2.83 -2.35
C 0.83 -0.37 0.13
C 0.32 -1.57 -0.39
C -0.76 -3.91 -1.55
N -1.36 -4.95 -2.29
N 1.62 3.20 2.12
C -1.97 -0.45 2.15
C 2.68 4.17 1.53
C -0.80 4.12 2.23
C 0.51 3.86 2.96
H -0.30 -0.75 -5.66
H -1.20 2.22 1.83
H -2.15 -4.93 -4.39
H 3.30 1.77 0.44
H 2.88 -0.34 -0.83
H 0.01 -0.73 -2.45
H -0.68 -4.82 0.41
H -1.87 -5.71 -1.91
H -2.80 -1.16 2.01
H -2.39 0.38 2.66
H -1.16 -0.77 2.83
H 3.74 3.81 1.59
H 2.79 5.14 2.18
H 2.45 4.42 0.49
H -0.68 4.33 1.13
H -1.35 4.98 2.57
H 0.24 3.24 3.82
H 0.96 4.77 3.38
*
```

Results
HOMO energy, eV: -7.860
ΔE to the lowest compared entry with this formula, charge and spin, eV: 2.247
M, g/mol: 375.81
Calculated total energy, Ha: -1622.067362
Gap between HOMO and LUMO, eV: 8.22
SMILES: COc1nc(N(C)CCO)ccc1-c1cc2c(C(=O)O)c[nH]c2cc1Cl



Entry 3:
C6H18O6 | ωB97M-V/def2-TZVPD

```
! wB97M-V def2-TZVPD RIJCOSX def2/J DEFGRID3
* xyz 0 1
C 2.27 -0.18 -0.86
C 1.57 1.18 -0.66
O 0.16 0.90 -0.74
O 2.25 -0.49 -2.24
H 1.57 -0.92 -0.43
H 3.22 -0.38 -0.38
H 1.85 1.86 -1.47
H 1.74 1.67 0.30
H -0.43 1.58 -0.37
H 1.38 -0.23 -2.55
C -3.21 4.23 0.03
C -2.71 2.80 0.06
O -1.43 2.73 0.73
O -3.95 4.46 1.24
H -3.83 4.47 -0.83
H -2.29 4.83 0.01
H -2.52 2.33 -0.90
H -3.43 2.18 0.59
H -1.60 2.72 1.68
H -4.56 5.19 1.12
C 2.19 -4.13 0.26
C 0.69 -3.73 0.20
O -0.17 -4.82 0.45
O 2.37 -4.75 1.53
H 2.71 -3.17 0.19
H 2.53 -4.80 -0.52
H 0.42 -3.31 -0.78
H 0.51 -2.88 0.87
H 0.18 -5.25 1.24
H 2.51 -4.10 2.22
*
```

Results
HOMO energy, eV: -9.849
ΔE to the lowest compared entry with this formula, charge and spin, eV: 2.328
M, g/mol: 186.20
Calculated total energy, Ha: -690.769893
Gap between HOMO and LUMO, eV: 10.42
SMILES: OCCO.OCCO.OCCO



Entry 4:
C24H22Br2DyN5OS | ωB97M-V/def2-TZVPD

```
! wB97M-V def2-TZVPD RIJCOSX def2/J DEFGRID3
* xyz 0 6
Dy -0.27 0.33 -0.32
N 3.15 2.98 -1.11
C 4.01 1.91 -1.13
C 5.40 1.82 -1.08
C 5.94 0.56 -1.13
C 5.13 -0.58 -1.22
C 3.75 -0.49 -1.27
C 3.18 0.78 -1.22
N 1.86 1.18 -1.25
C 1.88 2.50 -1.18
C 0.70 3.33 -1.19
C 0.62 4.69 -1.32
S -1.02 5.19 -1.27
C -1.50 3.55 -1.06
N -0.52 2.71 -1.04
H 3.40 3.95 -0.99
H 6.02 2.71 -0.99
H 7.01 0.44 -1.09
H 5.59 -1.56 -1.26
H 3.13 -1.37 -1.33
H 1.42 5.40 -1.47
H -2.54 3.27 -0.96
C 0.93 -3.13 -0.68
C -0.57 -3.12 -0.82
C -1.30 -4.32 -0.95
C -2.66 -4.28 -1.07
C -3.33 -3.04 -1.07
C -4.72 -2.88 -1.21
Br -5.85 -4.40 -1.40
C -5.29 -1.64 -1.20
C -4.49 -0.51 -1.04
Br -5.28 1.22 -1.03
C -3.11 -0.56 -0.88
O -2.38 0.49 -0.71
C -2.52 -1.88 -0.92
N -1.16 -1.94 -0.82
H 1.27 -4.08 -0.28
H 1.24 -2.33 -0.01
H 1.39 -2.99 -1.66
H -0.77 -5.26 -0.94
H -3.22 -5.20 -1.17
H -6.36 -1.53 -1.33
C -0.27 1.99 3.16
C -0.34 0.49 2.78
C -1.83 0.13 2.56
C 0.19 -0.34 3.97
N 0.44 0.22 1.61
H -0.88 2.21 4.05
H -0.64 2.59 2.32
H 0.76 2.27 3.36
H -2.42 0.34 3.46
H -1.92 -0.93 2.32
H -2.23 0.73 1.74
H -0.39 -0.16 4.88
H 1.24 -0.09 4.15
H 0.14 -1.40 3.71
*
```

Results
HOMO energy (spin up / spin down), eV: -6.081 / -6.415
ΔE to the lowest compared entry with this formula, charge and spin, eV: 1.353
M, g/mol: 750.85
Calculated total energy, Ha: -7708.085953
Gap between HOMO and LUMO (spin up / spin down), eV: 5.65 / 5.98